# 1
The following is a quantum chemistry calculation of a single C2H5N3S molecule at a distorted geometry, from the OMol25 dataset.

Cartesian coordinates (Å):
1 C -0.39891 -0.77014 0.04303
2 C 1.80000 1.24456 0.26138
3 H -1.93752 -2.11499 0.06035
4 H -2.45459 -0.50620 0.02477
5 H -0.98265 0.68378 -1.13062
6 H 1.81505 0.56833 1.16411
7 H 2.58119 2.01864 -0.01792
8 N -1.71732 -1.18785 -0.17405
9 N -0.32944 0.50565 -0.40420
10 N 0.84918 1.26769 -0.58529
11 S 0.77501 -1.70948 0.75844

**HOMO level**: -8.58 eV
**ΔE to the lowest compared entry with this formula, charge and spin**: 43.8 kcal per mole
**Energy**: -641.61419 Ha
**Gap between HOMO and LUMO**: 9.27 eV

Mulliken atomic charge list, values in e, 4 entries: atom 1 (C): 0.4461, atom 2 (C): -0.1607, atom 3 (H): 0.2259, atom 4 (H): 0.2314



# 2
The following is a quantum chemistry calculation of a single C2H5N3S2 molecule at a distorted geometry, from the OMol25 dataset.

Cartesian coordinates (Å):
1 C 0.54063 0.42249 -0.00821
2 C -1.83206 0.36164 -0.18662
3 H 3.53845 0.15770 1.05554
4 H 1.39348 -1.29886 -0.55423
5 H -0.66617 -1.20847 0.37105
6 H -1.65481 1.41669 -0.46121
7 H -3.12413 -1.04281 0.16786
8 N 1.59968 -0.50499 0.06902
9 N -0.64610 -0.28294 -0.04310
10 N -2.98734 -0.08117 -0.13918
11 S 3.20654 0.01089 -0.22568
12 S 0.63184 2.04984 -0.04525

**HOMO level**: -8.80 eV
**ΔE to the lowest compared entry with this formula, charge and spin**: 38.7 kcal per mole
**Energy**: -1039.82171 Ha
**Gap between HOMO and LUMO**: 9.06 eV

Mulliken atomic charge list, values in e, 4 entries: atom 1 (C): 0.3627, atom 2 (C): 0.1715, atom 3 (H): 0.1477, atom 4 (H): 0.2946



# 3
The following is a quantum chemistry calculation of 2 unconnected molecules or ions with the total composition C2H5N3S2 at a distorted geometry, from the OMol25 dataset.

Cartesian coordinates (Å):
1 C 0.91358 0.47840 0.60867
2 C -1.09565 -0.98576 0.37473
3 H 0.86036 2.38799 -0.11087
4 H -0.81822 1.46935 -0.08680
5 H 0.47030 -1.20844 1.51182
6 H -2.06548 -1.22677 0.99601
7 H 0.60299 -0.45883 -1.60953
8 N 0.53969 1.31280 -0.47488
9 N 0.08474 -0.50167 0.91211
10 N -1.46316 -1.21000 -0.85790
11 S 2.51952 0.83913 0.92308
12 S -0.54866 -0.89621 -2.18643

**HOMO level**: -8.64 eV
**ΔE to the lowest compared entry with this formula, charge and spin**: 109.2 kcal per mole
**Energy**: -1039.70939 Ha
**Gap between HOMO and LUMO**: 8.36 eV

Mulliken atomic charge list, values in e, 4 entries: atom 1 (C): 0.2234, atom 2 (C): -0.0962, atom 3 (H): 0.3627, atom 4 (H): 0.2664



# 4
The following is a quantum chemistry calculation of a single C2H5N3S2 molecule at a distorted geometry, from the OMol25 dataset.

Cartesian coordinates (Å):
1 C 0.87181 -0.32419 0.25616
2 C -0.04678 0.84829 0.31811
3 H 1.28534 -2.10427 1.07712
4 H -0.09819 -1.34304 1.73114
5 H 1.30505 2.17022 0.06364
6 H -1.91363 1.38692 0.70873
7 H -2.79004 -1.27146 0.26173
8 N 0.57283 -1.41914 0.96993
9 N 0.28890 2.06647 0.27486
10 N -1.40011 0.49656 0.57967
11 S 2.30058 -0.20914 -0.60729
12 S -2.23621 -0.41525 -0.64641

**HOMO level**: -8.80 eV
**ΔE to the lowest compared entry with this formula, charge and spin**: 32.8 kcal per mole
**Energy**: -1039.83111 Ha
**Gap between HOMO and LUMO**: 8.51 eV

Mulliken atomic charge list, values in e, 4 entries: atom 1 (C): 0.1323, atom 2 (C): 0.4763, atom 3 (H): 0.2104, atom 4 (H): 0.2534



# 5
The following is a quantum chemistry calculation of a single C2H5N3S2 molecule at a distorted geometry, from the OMol25 dataset.

Cartesian coordinates (Å):
1 C 1.04683 0.83857 0.18782
2 C 0.12773 0.16279 -0.77531
3 N -1.13131 -0.01103 -0.27945
4 N 2.25290 0.58269 0.41069
5 N -1.17482 -1.20482 0.49560
6 S 3.41395 -0.41300 0.07245
7 S -2.19559 1.21463 0.16333
8 H 0.66018 1.73638 0.73839
9 H -0.06925 0.69128 -1.75998
10 H 0.40264 -0.85160 -0.86049
11 H -1.53405 -0.85532 1.38668
12 H -1.79921 -1.89057 0.22027

**HOMO level (alpha / beta)**: -8.66 / -8.63 eV
**ΔE to the lowest compared entry with this formula, charge and spin**: 115.4 kcal per mole
**Energy**: -1039.69948 Ha
**Gap between HOMO and LUMO (alpha / beta)**: 7.24 / 7.47 eV

Mulliken atomic charge list, values in e, 4 entries: atom 1 (C): 0.1298, atom 2 (C): -0.3908, atom 3 (N): 0.0522, atom 4 (N): -0.2303



# 6
The following is a quantum chemistry calculation of a single C2H5N3S3 molecule at a distorted geometry, from the OMol25 dataset.

Cartesian coordinates (Å):
1 C -0.26633 -0.20879 -0.95338
2 C -0.20555 1.84394 2.31126
3 H 0.73006 -1.39582 1.88984
4 H 1.11769 -1.69479 -1.06067
5 H 0.49504 1.82905 3.11821
6 H -1.08666 2.49549 2.36147
7 H 0.06430 -0.24804 -4.32390
8 N 0.38406 -1.34071 -0.40418
9 N 0.02092 0.99322 1.39159
10 N -0.35345 0.08394 -2.18171
11 S 0.00449 -2.15742 1.00450
12 S -1.13934 0.87733 0.14700
13 S 0.23478 -1.07739 -3.30003

**HOMO level**: -8.44 eV
**ΔE to the lowest compared entry with this formula, charge and spin**: 51.7 kcal per mole
**Energy**: -1437.96121 Ha
**Gap between HOMO and LUMO**: 9.07 eV

Mulliken atomic charge list, values in e, 4 entries: atom 1 (C): 0.6632, atom 2 (C): -0.2560, atom 3 (H): 0.1420, atom 4 (H): 0.2334



# 7
The following is a quantum chemistry calculation of a single C2H5N4P molecule at a distorted geometry, from the OMol25 dataset.

Cartesian coordinates (Å):
1 C 0.26141 -0.79060 0.01072
2 C 1.75787 -0.78015 0.06889
3 N -0.38165 -1.95266 -0.11163
4 N -0.54768 0.28572 0.10271
5 N -1.64435 -1.70714 -0.07733
6 N -1.82335 -0.41818 0.04275
7 P -3.39707 0.29122 0.07079
8 H 2.22972 0.27949 0.23744
9 H 1.98706 -1.31259 0.89964
10 H 2.37314 -1.25468 -0.82915
11 H -3.29512 0.27862 -1.37499
12 H -3.01978 1.54546 0.14177

**HOMO level**: -10.14 eV
**ΔE to the lowest compared entry with this formula, charge and spin**: 0.0 kcal per mole
**Energy**: -639.50131 Ha
**Gap between HOMO and LUMO**: 10.83 eV

Mulliken atomic charge list, values in e, 4 entries: atom 1 (C): 0.5649, atom 2 (C): -0.8108, atom 3 (N): -0.3625, atom 4 (N): -0.5134



# 8
The following is a quantum chemistry calculation of a single C2H5N4P3 molecule at a distorted geometry, from the OMol25 dataset.

Cartesian coordinates (Å):
1 C -1.00228 0.56820 -1.16023
2 C -1.05272 0.27362 0.32371
3 N 1.32204 -0.57051 0.56529
4 N 2.30747 -1.28567 0.58536
5 N -0.04529 1.12719 -0.20968
6 N 1.21564 0.54411 -0.22522
7 P 2.54242 1.74204 -0.03391
8 P 4.31629 0.69640 0.10025
9 P 3.57101 -1.37434 -0.44581
10 H -0.43482 -0.00370 -1.92636
11 H -1.61703 1.30418 -1.63793
12 H -1.79271 0.73990 0.98719
13 H -0.82621 -0.79695 0.75980
14 H 4.52947 -1.87592 0.54050

**HOMO level**: -8.59 eV
**ΔE to the lowest compared entry with this formula, charge and spin**: 98.6 kcal per mole
**Energy**: -1322.10700 Ha
**Gap between HOMO and LUMO**: 7.70 eV

Mulliken atomic charge list, values in e, 4 entries: atom 1 (C): -0.3150, atom 2 (C): -0.2631, atom 3 (N): 0.0670, atom 4 (N): -0.5118



# 9
The following is a quantum chemistry calculation of a single C2H5N5 molecule at a distorted geometry, from the OMol25 dataset.

Cartesian coordinates (Å):
1 C 1.92466 -0.13551 0.02281
2 C -0.29081 -0.66322 -0.04371
3 H 2.34094 0.08567 1.14039
4 H 2.92391 -0.43337 -0.53527
5 H 1.67542 0.94747 -0.40881
6 H -2.41569 1.07115 -0.74081
7 H -0.28623 1.30500 0.52562
8 N 0.87893 -1.03547 -0.03678
9 N -1.49650 -1.58163 -0.02059
10 N -2.49816 -0.76547 0.10062
11 N -2.06971 0.62635 0.07382
12 N -0.68677 0.57905 -0.07729

**HOMO level**: -9.14 eV
**ΔE to the lowest compared entry with this formula, charge and spin**: 100.0 kcal per mole
**Energy**: -352.85543 Ha
**Gap between HOMO and LUMO**: 9.16 eV

Mulliken atomic charge list, values in e, 4 entries: atom 1 (C): -0.7251, atom 2 (C): 0.5616, atom 3 (H): 0.2149, atom 4 (H): 0.2526



# 10
The following is a quantum chemistry calculation of a single C2H5N5O molecule at a distorted geometry, from the OMol25 dataset.

Cartesian coordinates (Å):
1 C -0.68505 0.77348 -0.58251
2 C 0.32804 -0.13163 1.07445
3 H -1.98442 1.64079 -1.77041
4 H -1.87481 0.16267 -2.29311
5 H 1.18429 -1.75608 1.27778
6 H 0.83850 -1.24995 2.83931
7 H 2.17779 -0.42041 -1.15933
8 N -1.20069 0.92875 -1.80046
9 N -1.15920 1.39926 0.43565
10 N -0.40744 0.86831 1.50931
11 N 1.20978 -0.95950 1.89352
12 N 0.29819 -0.28418 -0.29543
13 O 1.27503 -0.97153 -1.12877

**HOMO level**: -8.44 eV
**ΔE to the lowest compared entry with this formula, charge and spin**: 75.0 kcal per mole
**Energy**: -428.10354 Ha
**Gap between HOMO and LUMO**: 8.64 eV

Mulliken atomic charge list, values in e, 4 entries: atom 1 (C): 0.2971, atom 2 (C): 0.3793, atom 3 (H): 0.3453, atom 4 (H): 0.2878



Listing molecular weight for the structures above in their given order: 103.2 135.2 135.2 135.2 135.2 167.3 116.1 178.0 99.1 115.1 g/mol.